Here is a structure of composition C6H16O14P2S2Zr in a non-equilibrium geometry from OMol25. Energies are from ωB97M-V/def2-TZVPD.

## Properties
charge = -2
gap between HOMO and LUMO = 5.231 eV

XYZ file:
```
41
C6H16O14P2S2Zr ωB97M-V/def2-TZVPD
Zr -1.4144 0.0675 -0.3728
P -2.8397 1.1896 1.3811
O -2.4357 1.8212 0.0277
O -1.4185 0.6858 1.5764
O -3.6886 1.8343 2.4715
O -3.1742 -0.1257 0.6689
P -1.1006 -0.9247 -2.6396
O -0.8755 -1.5366 -4.0306
O -0.0726 -0.9910 -1.4742
O -2.2698 -1.3010 -1.6665
O -1.4020 0.6038 -2.3529
O -1.1091 -4.0945 2.0583
S -0.8704 -3.3124 0.8368
O -1.1038 -1.8689 0.7512
O 0.7344 -3.5468 0.3277
C 1.5043 -4.3389 1.1584
C 1.2235 -5.8913 1.0476
C -1.7016 -4.2082 -0.5485
H 1.3963 -3.9854 2.1838
H 2.5588 -4.2099 0.9146
H 0.3729 -6.2120 1.6490
H 1.9928 -6.4153 1.6147
H 1.3453 -6.2786 0.0361
H -1.1748 -4.0641 -1.4918
H -2.7299 -3.8652 -0.6632
H -1.6750 -5.2724 -0.3145
O 0.3367 1.5511 -0.3614
S 1.1438 2.6636 0.1443
O 2.4023 2.4999 0.8156
O 1.3887 3.7295 -1.0793
C 2.3708 4.7545 -0.8941
C 1.8500 6.1705 -1.3163
C 0.0429 3.8318 1.1327
H 3.3018 4.5320 -1.4155
H 2.6395 4.7849 0.1618
H 0.9355 6.4661 -0.8021
H 1.5841 6.2093 -2.3727
H 2.5514 6.9630 -1.0550
H 0.4845 4.8113 1.3160
H -0.2591 3.3688 2.0721
H -0.8453 3.9044 0.5051
```